Run w
Molecular formula: C4H7F
Method: DFT, ωB97M-V/def2-TZVPD

Atoms and positions in Å:
C -0.4284 0.9622 1.2710
C -0.0631 0.9147 -0.1436
C 0.2469 -0.0875 -1.0143
C 0.2077 -1.5160 -0.6426
F 0.8571 0.4130 -2.2237
H -1.4024 0.5119 1.3424
H -0.4017 2.0511 1.5271
H 0.2686 0.5024 2.0105
H 0.1298 1.8614 -0.5530
H 1.1887 -1.9916 -0.3584
H -0.4099 -1.5079 0.2365
H -0.1931 -2.1139 -1.4520

Output
* SMILES: C/C=C(\C)F
* molecular weight: 74.1 Da
* lowest unoccupied orbital energy: 1.02 eV
* gap between HOMO and LUMO: 10.05 eV

Atom charges from the Löwdin analysis, given in e for atoms 1 to 6: C -0.113; C -0.134; C -0.262; C -0.038; F -0.044; H 0.071

=====

Run x
Molecular formula: C4H7F
Method: DFT, ωB97M-V/def2-TZVPD

Atoms and positions in Å:
C 1.6780 0.9108 -0.5080
C 0.6833 0.0153 -0.1042
C -0.6968 -0.2374 -0.4992
C -1.7127 -0.8888 0.4422
F -2.9165 -1.1002 -0.1640
H 1.4088 1.8772 -0.7278
H 2.1224 0.9381 0.4028
H 2.5202 0.4557 -1.0625
H 1.0609 -0.4829 0.9611
H -1.0430 0.4034 -1.1624
H -1.5830 -0.0894 1.4958
H -1.5216 -1.8016 0.9263

Output
* SMILES: C/C=C/CF
* molecular weight: 74.1 Da
* lowest unoccupied orbital energy: 0.92 eV
* gap between HOMO and LUMO: 9.66 eV

Atom charges from the Löwdin analysis, given in e for atoms 1 to 6: C -0.145; C -0.179; C -0.042; C -0.254; F -0.040; H 0.065

=====

Computed stability ranking, most favorable first: run w, run x

=====

Run w
Molecular formula: C7H40O14
Method: DFT, ωB97M-V/def2-TZVPD

Atoms and positions in Å:
C 3.3933 0.0128 -0.4965
C 2.3134 -0.4406 -1.5217
C 0.8869 -0.3653 -0.9634
C 0.6123 -1.6058 -0.1191
C -0.4349 -1.5547 0.7119
C -0.8518 -2.6828 1.5782
C -1.6395 -2.6027 2.6475
H 4.2921 -0.6320 -0.5600
H 3.0418 -0.3039 0.5120
H 3.8222 1.0047 -0.6774
H 2.6488 -1.3770 -1.9509
H 2.1933 0.3165 -2.2962
H 0.1257 -0.4757 -1.7422
H 0.6274 0.5905 -0.5359
H 1.4198 -2.3844 -0.2054
H -0.9084 -0.6132 0.9464
H -0.4262 -3.6641 1.3993
H -2.0456 -1.7404 3.1567
H -1.5435 -3.4583 3.3695
H -1.4086 4.3105 1.0433
H -0.2282 4.3640 1.7810
O -1.1768 4.2165 1.9802
H -3.5630 3.9336 -1.4952
H -4.2648 2.6992 -2.1073
O -3.5523 3.3456 -2.2554
H -2.2198 1.9456 -1.9766
H -3.0070 0.8159 -2.2652
O -2.0987 1.1251 -2.4584
H -3.6962 -0.2377 -0.2930
H -3.6917 -1.2004 -1.3827
O -4.0480 -0.3134 -1.2041
H 0.0261 -4.9018 -0.4952
H 1.5257 -5.2545 -0.2356
O 0.8825 -4.5447 -0.2367
H -0.3939 2.2111 2.2223
H -0.5166 1.0949 1.1942
O 0.1201 1.5264 1.7765
H -0.9011 -3.3445 -2.4487
H -0.9383 -1.7197 -2.1231
O -1.3091 -2.4927 -2.5319
H -3.6527 -0.9395 1.7257
H -3.2302 0.5418 2.0090
O -3.3213 -0.1173 1.3216
H 0.6132 4.5905 -0.2220
H -0.3847 4.2547 -1.3412
O -0.2690 4.8185 -0.5562
H 2.7770 3.4126 -0.1331
H 1.7221 2.7050 0.7371
O 2.1442 3.5564 0.5881
H 1.5735 0.3069 3.9728
H 1.3984 0.5252 2.5402
O 1.9200 -0.0424 3.1387
H 2.4190 -1.9708 2.9852
H 3.8553 -2.4674 2.9093
O 2.9576 -2.6767 2.6160
H 3.4648 -3.9764 -0.4793
H 3.5405 -3.0427 0.7949
O 3.9205 -3.2394 -0.0642
H 1.0000 1.3710 -3.6886
H -0.6020 1.2307 -3.7275
O 0.1587 1.8130 -3.7542

Output
* molecular weight: 348.4 Da
* lowest unoccupied orbital energy: -0.14 eV
* gap between HOMO and LUMO: 8.55 eV

Atom charges from the Löwdin analysis, given in e for atoms 1 to 6: C -0.086; C -0.226; C -0.202; C -0.092; C -0.109; C -0.165

=====

Run x
Molecular formula: C7H40O14
Method: DFT, ωB97M-V/def2-TZVPD

Atoms and positions in Å:
C -0.4980 1.4529 0.0219
O -0.9856 2.8273 0.0731
C 0.6435 1.2490 0.8455
C 1.9671 1.1650 0.0025
C 2.3456 -0.1630 -0.4605
C 3.0730 -1.7189 1.4600
C 3.3128 -0.7652 0.5613
C 4.7369 -0.4259 0.3818
H -1.3841 0.8301 0.3438
H -0.2296 1.2879 -1.0755
H -0.8213 3.2715 0.8307
H 0.6851 2.0751 1.5300
H 0.5576 0.5376 1.5601
H 1.9121 1.8148 -0.9367
H 2.8870 1.6914 0.6151
H 1.5057 -0.9281 -0.5893
H 2.6089 -0.1550 -1.6153
H 2.0286 -2.0508 1.6618
H 3.7153 -2.3181 2.1546
H 5.2862 -0.6159 1.1463
H 5.0682 -0.8173 -0.5786
H 4.7164 0.6203 0.5348
H -2.1101 -1.9669 1.7181
H -1.9113 -1.1619 0.4163
O -2.5035 -1.3882 1.1022
H -0.1512 -0.9915 -0.5278
H -1.1421 -1.8010 -1.4821
O -0.6818 -1.7992 -0.6512
H 1.0929 -3.3303 0.6301
H 0.7558 -2.6612 -0.6139
O 1.4834 -3.1565 -0.1926
H -2.3273 3.8912 -2.5859
H -2.0840 2.8389 -1.2741
O -1.9567 2.9982 -2.2173
H -2.1136 -0.5654 -3.6666
H -3.0775 -0.2521 -2.4508
O -2.5096 -0.8892 -2.8236
H 2.9189 0.9321 3.9250
H 3.3135 1.0038 2.5473
O 3.2309 1.5030 3.2665
H 0.6540 2.8327 -2.1055
H -0.4318 3.1331 -3.0544
O 0.5065 2.8623 -3.0668
H 0.7610 1.2524 3.8702
H -0.6871 0.7987 3.7327
O 0.2391 0.4628 4.0733
H 1.4446 -2.6027 -3.5483
H 1.0667 -1.1108 -2.9358
O 1.0681 -1.7408 -3.6531
H -0.7505 0.4772 -5.2575
H -0.3894 -0.8860 -4.7880
O -1.1824 -0.3996 -5.0139
H -3.0259 0.4494 2.1175
H -3.5534 1.8218 2.5889
O -2.7976 1.3281 2.4015
H -4.8625 -2.2467 1.1881
H -4.0509 -1.1718 0.4834
O -4.9784 -1.3770 0.6914
H -1.0485 -0.9881 3.7501
H -1.0496 -2.4680 4.2844
O -1.3400 -1.8854 3.5834

Output
* molecular weight: 348.4 Da
* lowest unoccupied orbital energy: 0.11 eV
* gap between HOMO and LUMO: 9.62 eV

Atom charges from the Löwdin analysis, given in e for atoms 1 to 6: C -0.244; O -0.054; C -0.184; C -0.175; C -0.184; C 0.049

=====

Computed stability ranking, most favorable first: run w, run x

=====

Run w
Molecular formula: C6H12Cl2N4S
Method: DFT, ωB97M-V/def2-TZVPD

Atoms and positions in Å:
C -1.3523 0.5411 -0.0144
C -2.9247 1.7827 -1.5014
C -1.6813 -1.5289 1.5354
C -2.4788 0.4713 -0.9276
C 3.4051 -1.2640 -0.4370
C 3.8273 -0.3340 0.6194
N -0.1729 0.2281 1.8180
N 0.3562 1.2721 1.1735
N -1.1486 -0.2728 1.0848
N -0.3943 1.4631 0.0462
S 1.5045 -1.3823 -0.2993
Cl 5.6759 -0.0889 0.5874
Cl 0.4928 1.9829 -1.7197
H -2.1203 2.5003 -1.7014
H -3.4549 2.3126 -0.7122
H -3.4968 1.8166 -2.5016
H -0.8203 -2.1752 2.1161
H -2.4246 -1.4711 2.2708
H -1.9808 -2.1721 0.6523
H -2.0786 -0.1201 -1.9296
H -3.2672 -0.2855 -0.7552
H 3.6069 -0.9427 -1.4438
H 3.9091 -2.2345 -0.3125
H 3.4770 0.6567 0.7699
H 3.5416 -0.7554 1.5819

Output
* molecular weight: 243.2 Da
* lowest unoccupied orbital energy (alpha / beta): -0.65 / -2.21 eV
* gap between HOMO and LUMO (alpha / beta): 8.94 / 5.96 eV

Atom charges from the Löwdin analysis, given in e for atoms 1 to 6: C -0.351; C -0.139; C -0.041; C -0.209; C -0.600; C -0.654

=====

Run x
Molecular formula: C6H12Cl2N4S
Method: DFT, ωB97M-V/def2-TZVPD

Atoms and positions in Å:
C 0.5605 0.7620 0.4092
C 2.8406 1.5314 -0.2209
C -1.5304 1.3698 -0.6511
C 1.5957 0.7602 -0.6274
C -2.3319 -2.7045 0.5657
C -1.3291 -3.2065 1.5280
N -1.2274 0.8406 1.6420
N -0.3227 0.4816 2.3930
N -0.7701 0.9396 0.3780
N 0.7916 0.4817 1.7502
S -1.3977 -2.0978 -0.8576
Cl -2.2891 -3.6880 3.0312
Cl 2.1111 -0.7791 2.3313
H 3.2267 0.8911 0.5176
H 2.4162 2.4315 0.0815
H 3.4924 1.6930 -1.0522
H -2.5851 1.4648 -0.2856
H -1.1706 2.3805 -1.1191
H -1.5466 0.5837 -1.5318
H 1.8303 -0.3418 -0.9388
H 1.0928 1.1989 -1.4920
H -2.9256 -3.4888 0.0034
H -2.9182 -1.8433 0.9697
H -0.7184 -4.1001 1.4090
H -0.6076 -2.2725 1.7337

Output
* molecular weight: 243.2 Da
* lowest unoccupied orbital energy (alpha / beta): 0.13 / -2.49 eV
* gap between HOMO and LUMO (alpha / beta): 9.84 / 4.51 eV

Atom charges from the Löwdin analysis, given in e for atoms 1 to 6: C -0.277; C -0.069; C -0.101; C -0.196; C -0.720; C -0.664

=====

Computed stability ranking, most favorable first: run w, run x